# 1
ORCA calculation (ωB97M-V/def2-TZVPD) on 3 unconnected molecules or ions with the total composition C4H14N2O at a distorted geometry.

Values from the calculation:
charge	+2
spin multiplicity	1
HOMO energy	-18.14	eV
energy	-9385.2729	eV
largest force on an atom	3.24	eV/Å
relative energy (zero: lowest compared OMol25 entry of this formula, charge and spin)	1.293	eV

CARTESIAN COORDINATES (ANGSTROEM)
C  -0.75  0.91  -0.07
C  0.12  -0.18  -0.68
C  1.34  -0.38  0.20
C  2.52  -0.38  -0.40
N  3.81  -0.51  0.35
N  -2.10  0.94  -0.70
H  -0.90  0.76  0.99
H  -0.23  1.87  -0.18
H  -0.36  -1.17  -0.60
H  0.37  -0.02  -1.73
H  1.24  -0.44  1.28
H  2.69  -0.56  -1.46
H  3.62  -0.66  1.35
H  4.25  -1.40  0.05
H  4.51  0.22  0.17
H  -2.04  0.47  -1.59
H  -3.03  -0.02  0.03
H  -2.47  1.88  -0.84
H  -4.57  -1.13  1.01
H  -4.10  0.19  1.79
O  -3.93  -0.40  1.04

# 2
ORCA calculation (ωB97M-V/def2-TZVPD) on 2 unconnected molecules or ions with the total composition C4H14N2O at a distorted geometry.

Values from the calculation:
charge	+2
spin multiplicity	1
HOMO energy	-17.42	eV
energy	-9385.0282	eV
largest force on an atom	2.79	eV/Å
relative energy (zero: lowest compared OMol25 entry of this formula, charge and spin)	1.537	eV

CARTESIAN COORDINATES (ANGSTROEM)
C  0.14  0.53  0.98
C  -0.19  -0.58  -0.08
C  -1.59  -1.10  0.30
C  -2.87  -1.51  -1.80
N  -2.70  -1.04  -0.64
N  1.63  0.80  1.16
H  -0.53  1.36  0.72
H  -0.29  0.22  1.94
H  -0.35  0.00  -1.01
H  0.45  -1.49  -0.10
H  -1.51  -2.19  0.55
H  -1.88  -0.65  1.27
H  -2.13  -2.04  -2.41
H  -3.82  -1.46  -2.34
H  -3.52  -0.61  -0.18
H  1.87  1.46  0.41
H  2.13  -0.06  0.96
H  1.77  1.17  2.12
H  4.19  2.52  -1.39
H  5.03  2.32  -0.03
O  4.16  2.35  -0.44

# 3
ORCA calculation (ωB97M-V/def2-TZVPD) on 2 unconnected molecules or ions with the total composition C4H14N2O at a distorted geometry.

Values from the calculation:
charge	+2
spin multiplicity	1
HOMO energy	-18.08	eV
energy	-9384.5544	eV
largest force on an atom	4.62	eV/Å
relative energy (zero: lowest compared OMol25 entry of this formula, charge and spin)	2.011	eV

CARTESIAN COORDINATES (ANGSTROEM)
C  -0.98  0.91  -1.21
C  0.27  0.09  -1.36
C  1.09  0.00  -0.16
C  2.09  -0.89  0.11
N  3.16  -0.74  1.10
N  -2.17  0.13  -0.67
H  -0.79  1.73  -0.42
H  -1.09  1.54  -2.24
H  0.11  -0.86  -1.96
H  0.83  0.56  -2.32
H  1.05  1.07  0.26
H  2.02  -1.88  -0.50
H  4.04  -1.08  0.83
H  3.40  0.17  1.45
H  3.16  -1.31  1.94
H  -2.37  -0.73  -1.31
H  -2.05  -0.18  0.27
H  -3.05  0.65  -0.67
H  -3.50  -0.18  2.24
H  -2.50  0.74  2.71
O  -2.73  0.25  1.90

# 4
ORCA calculation (ωB97M-V/def2-TZVPD) on 3 unconnected molecules or ions with the total composition C4H14N2O2 at a distorted geometry.

Values from the calculation:
spin multiplicity	1
HOMO energy	-8.64	eV
energy	-11443.6192	eV
largest force on an atom	3.27	eV/Å
relative energy (zero: lowest compared OMol25 entry of this formula, charge and spin)	7.071	eV

CARTESIAN COORDINATES (ANGSTROEM)
C  0.15  -0.76  2.41
C  0.53  0.45  1.57
C  -0.47  0.91  0.49
N  -0.96  -0.23  -0.28
C  -2.22  -0.08  -1.04
N  -2.09  1.07  -1.77
H  0.80  -1.00  3.24
H  0.13  -1.60  1.71
H  -0.85  -0.60  2.83
H  0.68  1.31  2.22
H  1.34  0.23  0.88
H  0.09  1.56  -0.18
H  -1.36  1.48  0.79
H  -0.15  -0.71  -0.75
H  -3.01  -0.03  -0.28
H  -2.37  -1.03  -1.57
H  -1.29  0.88  -2.40
H  2.27  1.01  -1.74
O  2.64  0.60  -0.96
H  1.58  -2.52  -0.62
H  2.17  -0.28  -0.85
O  1.54  -1.62  -0.31

# 5
ORCA calculation (ωB97M-V/def2-TZVPD) on 2 unconnected molecules or ions with the total composition C4H14N2O2 at a distorted geometry.

Values from the calculation:
SMILES	C[C@H](CN)NCO.O
spin multiplicity	1
HOMO energy	-8.72	eV
energy	-11447.0312	eV
largest force on an atom	6.94	eV/Å
relative energy (zero: lowest compared OMol25 entry of this formula, charge and spin)	3.659	eV

CARTESIAN COORDINATES (ANGSTROEM)
C  -0.73  1.75  -0.42
C  -0.24  0.29  -0.08
C  -0.95  -0.89  -0.96
N  -0.19  -0.94  -2.30
N  -0.74  0.08  1.25
C  0.21  -0.33  2.31
O  0.20  0.82  3.16
H  -1.61  2.01  0.23
H  0.19  2.30  -0.27
H  -1.01  1.90  -1.46
H  0.91  0.14  -0.24
H  -0.93  -1.88  -0.59
H  -2.03  -0.60  -1.22
H  -0.51  -1.55  -3.02
H  0.81  -1.18  -2.15
H  -1.39  0.75  1.67
H  1.17  -0.54  1.90
H  -0.27  -1.10  3.12
H  0.29  1.60  2.76
O  2.54  -0.98  -1.15
H  2.25  -0.90  -2.08
H  2.02  -0.75  -0.48

# 6
ORCA calculation (ωB97M-V/def2-TZVPD) on 2 unconnected molecules or ions with the total composition C4H14N2O2 at a distorted geometry.

Values from the calculation:
SMILES	NCCNCCO.O
spin multiplicity	1
HOMO energy	-8.35	eV
energy	-11448.3392	eV
largest force on an atom	3.85	eV/Å
relative energy (zero: lowest compared OMol25 entry of this formula, charge and spin)	2.351	eV

CARTESIAN COORDINATES (ANGSTROEM)
N  2.76  1.02  0.22
C  1.26  1.09  0.24
C  0.79  0.74  1.69
N  -0.57  0.24  1.79
C  -1.27  -0.46  0.69
C  -2.44  0.36  0.16
O  -3.62  0.43  0.94
H  3.12  1.95  0.12
H  3.17  0.60  1.04
H  0.97  2.14  0.17
H  0.97  0.39  -0.50
H  0.88  1.56  2.37
H  1.49  -0.08  2.01
H  -1.21  0.87  2.26
H  -1.54  -1.40  1.17
H  -0.57  -0.67  -0.14
H  -2.24  1.32  -0.28
H  -2.88  -0.38  -0.57
H  -3.65  0.96  1.75
O  1.39  -3.69  -5.37
H  1.23  -4.08  -4.51
H  1.96  -2.92  -5.26